Entry 1:
{
  "formula": "C26H30Br4N5O3STi",
  "method": "ωB97M-V with the def2-TZVPD basis set",
  "spin_multiplicity": 3,
  "gap_ev": [5.40, 6.84],
  "homo_ev": [-3.02, -4.49],
  "charge": -1,
  "relative_energy_kcal_mol": 14.1,
  "symbols": ["H", "H", "C", "C", "N", "C", "C", "C", "H", "H", "H", "C", "C", "H", "C", "C", "C", "H", "N", "H", "C", "H", "H", "C", "C", "C", "C", "N", "C", "H", "H", "H", "C", "H", "O", "H", "O", "C", "C", "H", "C", "H", "Br", "H", "C", "C", "H", "H", "C", "Ti", "O", "H", "N", "C", "H", "N", "C", "H", "H", "Br", "Br", "H", "Br", "H", "H", "S", "C", "H", "H", "H"],
  "coordinates": [[2.51146, 0.76661, -3.88269], [-1.62429, 2.37209, 3.58220], [3.21269, 3.62444, 1.42306], [-1.93580, 1.28980, -5.54112], [-2.35843, 0.76397, 2.42874], [-1.82377, 1.73867, -4.23347], [-2.99632, -1.43015, 0.68514], [1.23837, -4.01586, 2.77276], [2.10398, 0.02273, 5.60975], [3.23288, 1.25464, 5.01110], [1.72819, 2.45888, 2.61255], [2.34732, 0.65936, 4.75909], [-0.88103, 0.58955, -6.11252], [1.50516, 1.34251, 4.59909], [-3.21180, 0.27380, -1.05260], [0.26697, 0.34103, -5.37653], [2.02458, -1.97528, 1.01184], [-3.44863, 1.32603, -1.19025], [1.93875, 1.96345, 0.56857], [-1.34866, -2.77863, -3.86407], [3.52419, 3.51526, 0.06467], [-3.84289, 0.91719, 3.86547], [4.23469, 4.09982, -0.49950], [-3.53674, 0.22180, 3.08048], [2.75059, -3.15267, 1.11027], [2.57297, 1.95077, -1.73811], [0.49551, -2.82974, 2.67556], [-2.97858, -0.00559, 0.35480], [-0.30981, -1.88658, -2.21199], [-4.02121, -1.81094, 0.71238], [-0.60058, 1.83515, -2.47411], [-2.63956, 2.28382, -3.77392], [-1.36881, 1.34096, 3.32227], [2.62251, 0.34496, 2.85349], [0.17089, -0.69724, 1.62322], [-3.33775, -0.74951, 3.53740], [2.56984, -0.18771, 3.65581], [0.84163, -1.81657, 1.79749], [-2.23447, 0.85039, 1.09693], [-0.39406, 1.31128, 2.84755], [1.64205, 0.45641, -3.28959], [-4.06149, -0.33242, -1.37367], [4.28818, -3.28485, 0.01853], [3.62857, 4.31665, 2.13826], [-0.67085, 1.49091, -3.49876], [-1.44912, -2.67641, -2.78533], [-2.83636, 1.48151, -6.11101], [-1.33057, 0.72880, 4.22368], [2.36245, -4.18034, 1.98076], [0.78352, 0.23383, -0.08053], [2.35726, -0.95940, 0.24957], [-2.50521, -1.61016, 1.63607], [1.69038, 1.04211, -1.96612], [2.23703, 2.65604, 1.67925], [3.23071, 2.30983, -2.53376], [-0.18727, -1.09772, -1.30946], [2.71780, 2.48809, -0.43003], [1.68893, -0.63041, -3.17389], [-4.34625, 0.12288, 2.36290], [0.68456, -5.37965, 3.96297], [3.36638, -5.78343, 2.05426], [-2.41155, -2.20897, -2.55261], [-0.99037, -2.50235, 3.80837], [-0.95430, 0.23439, -7.13322], [1.08498, -0.21335, -5.82436], [-1.21255, 2.01493, 0.38309], [0.38508, 0.78556, -4.06254], [-2.34054, 0.02121, -1.65898], [-1.42400, -3.67772, -2.35119], [-2.42744, -1.96844, -0.07345]],
  "atomic_forces_ev_per_a": [[0.0, 0.0, 0.0], [0.0, 0.0, 0.0], [0.0, 0.0, 0.0], [0.0, 0.0, 0.0], [0.0, 0.0, 0.0], [0.0, 0.0, 0.0], [-0.1, 0.0, 0.1], [0.1, 0.0, 0.0], [0.0, 0.0, 0.0], [0.0, 0.0, 0.0], [0.0, 0.0, 0.0], [0.0, 0.0, 0.0], [0.0, 0.0, 0.0], [0.0, 0.0, 0.0], [0.0, 0.0, 0.0], [0.0, 0.0, 0.0], [0.0, 0.1, 0.0], [0.0, 0.0, 0.0], [0.0, -0.1, -0.1], [0.0, 0.0, 0.0], [0.0, 0.0, 0.0], [0.0, 0.0, 0.0], [0.0, 0.0, 0.0], [0.0, 0.0, 0.0], [0.1, 0.0, 0.0], [0.0, 0.0, 0.0], [0.0, 0.1, 0.1], [0.0, 0.0, 0.0], [0.2, -0.1, 0.1], [0.0, 0.0, 0.0], [0.0, 0.0, 0.0], [0.0, 0.0, 0.0], [0.0, 0.0, 0.0], [0.0, 0.0, -0.1], [0.1, 0.1, 0.0], [0.0, 0.0, 0.0], [0.0, 0.0, 0.1], [0.1, -0.1, -0.1], [0.0, 0.0, 0.0], [0.0, 0.0, 0.0], [0.0, 0.0, 0.0], [0.0, 0.0, 0.0], [0.0, 0.0, 0.0], [0.0, 0.0, 0.0], [0.0, 0.0, 0.0], [0.0, 0.0, 0.1], [0.0, 0.0, 0.0], [0.0, 0.0, 0.0], [-0.1, 0.0, 0.0], [-0.3, -0.5, 0.0], [-0.1, 0.0, -0.1], [0.0, 0.0, 0.0], [0.1, 0.1, 0.0], [0.0, 0.0, 0.0], [0.0, 0.0, 0.0], [0.0, 0.3, 0.0], [0.1, 0.1, 0.1], [0.0, 0.0, 0.0], [0.0, 0.0, 0.0], [0.0, 0.0, 0.0], [0.0, 0.0, 0.0], [-0.1, 0.0, 0.0], [0.0, 0.0, 0.0], [0.0, 0.0, 0.0], [0.0, 0.0, 0.0], [0.0, 0.0, 0.0], [-0.1, 0.0, 0.1], [0.0, 0.0, 0.0], [0.0, 0.0, 0.0], [0.0, 0.0, -0.1]]
}

Entry 2:
{
  "formula": "C26H30BrCeN4O3Si",
  "method": "ωB97M-V with the def2-TZVPD basis set",
  "spin_multiplicity": 2,
  "gap_ev": [7.56, 7.57],
  "homo_ev": [-7.53, -7.54],
  "relative_energy_kcal_mol": 0.0,
  "symbols": ["H", "C", "H", "C", "C", "C", "C", "C", "C", "C", "H", "H", "H", "C", "H", "N", "H", "H", "H", "C", "C", "H", "H", "H", "H", "H", "H", "C", "C", "H", "O", "H", "H", "C", "H", "Ce", "C", "N", "O", "C", "H", "H", "O", "H", "H", "Si", "C", "C", "C", "C", "C", "C", "H", "C", "H", "H", "H", "N", "C", "H", "N", "Br", "C", "H", "H", "C"],
  "coordinates": [[5.06757, 4.36761, -2.58469], [-2.47652, -0.76511, 5.87301], [-2.36852, -0.25384, -3.56718], [-0.63016, 0.24765, 4.11962], [-2.33194, 0.57715, -2.81336], [1.72713, -0.86564, -5.21240], [0.23129, 0.97579, 3.17582], [2.70930, -1.42834, -1.20693], [-0.37636, -4.43891, 2.20842], [3.24102, 3.19492, 0.02883], [-5.63295, 0.33287, -1.99248], [-1.24830, 0.80818, -2.61200], [0.68387, -1.23193, -5.38882], [4.18179, 3.97156, -0.66028], [0.66321, 1.90500, 3.59636], [0.44626, 0.74178, 1.93396], [-0.61738, -3.56460, 4.15161], [3.21605, 3.09523, 1.08352], [0.38466, -2.43553, -3.32805], [3.30677, 3.15180, -2.72077], [-0.84632, 0.84377, 5.33459], [2.40817, -1.38875, -5.87487], [1.81749, 0.18089, -5.50745], [0.76987, 1.34008, -2.17113], [-2.91148, -2.06511, -0.02046], [-1.82766, 0.73093, 7.25950], [5.01133, 4.47680, -0.14714], [-2.30695, -1.40566, -0.68990], [-4.96541, -0.35478, -1.49329], [-2.75578, 1.47148, -3.32400], [-1.07773, -1.50724, 2.52412], [-2.06886, -4.07362, 3.24925], [3.24565, 3.11440, -3.82429], [3.59725, -0.66525, -1.96762], [3.89570, 0.10305, -3.95899], [-0.22648, -1.24324, 0.50814], [4.23629, 3.94117, -2.04868], [1.61918, -2.02146, -1.63527], [1.34181, 1.85144, -2.79128], [1.34451, 1.58060, 0.09582], [-2.25323, 2.24101, -0.21044], [-1.02233, -5.30334, 4.01026], [0.61886, 0.68799, -0.61395], [-5.33704, -0.71222, -0.52394], [-3.89081, 1.93603, 0.33419], [-3.16348, 0.12713, -1.24987], [-2.32662, -1.38689, 4.60532], [2.30200, 2.46215, -2.09184], [3.24783, -0.54769, -3.28722], [2.29173, 2.45875, -0.68531], [-1.04111, -4.33274, 3.53694], [-2.99106, 1.46320, 0.03898], [-3.17841, -1.25706, 6.48337], [1.31491, -1.90328, -2.95528], [-0.35476, 1.78858, 5.58573], [-2.11891, -2.10365, -1.54231], [-2.94856, -2.27003, 4.38678], [1.32492, 1.66123, 1.38383], [2.10591, -1.15886, -3.82325], [-2.59431, 0.97453, 0.94717], [0.01212, -4.42351, 1.11565], [3.07067, -1.64464, 0.67931], [-1.34934, -0.91499, 3.69178], [-4.89784, -1.24664, -2.15441], [4.41477, -0.19851, -1.53955], [-1.71323, 0.30831, 6.27683]],
  "atomic_forces_ev_per_a": [[-0.1, 0.4, -0.1], [0.6, -1.0, -1.8], [0.0, 0.6, 0.7], [0.1, -0.2, -2.2], [0.9, 0.6, -1.7], [-1.1, -0.7, -1.0], [-0.2, 0.6, 0.8], [0.2, -0.1, 0.2], [0.1, 0.6, -0.4], [0.2, 0.3, -1.6], [-0.3, 0.4, 0.2], [-1.0, -0.2, -0.2], [0.9, 0.4, -0.1], [0.8, -0.2, 0.5], [0.0, -0.5, -0.3], [0.0, -0.3, 0.8], [0.3, 0.3, 0.2], [0.1, 0.2, 0.8], [1.2, 0.8, 0.7], [0.1, 0.7, -2.0], [0.0, 0.6, 1.3], [0.0, -0.3, -0.3], [-0.2, 0.1, 0.4], [0.4, 0.0, 0.2], [0.1, 0.6, 0.0], [0.0, 0.2, 0.1], [-0.7, -0.1, 0.1], [-0.2, -1.1, -0.1], [0.5, -0.8, -0.5], [0.3, -0.5, 0.3], [-0.6, 0.5, 1.5], [0.2, 0.0, 0.5], [0.4, 0.1, 0.6], [-2.0, -1.4, -0.3], [-1.0, -0.9, 0.9], [0.7, -0.4, -0.5], [-0.6, -1.2, 0.3], [-0.1, 0.1, -0.5], [-0.1, -0.2, -0.9], [-0.3, -0.8, -1.4], [-0.2, -0.2, -0.1], [0.0, -0.2, 0.3], [0.6, 1.0, 1.0], [-0.2, 0.2, -0.2], [-1.0, 0.5, 0.2], [-0.6, -1.1, 0.5], [0.4, 0.3, 0.3], [-0.5, 0.1, 1.6], [1.0, 1.0, -1.2], [-0.2, -0.5, 1.0], [-0.3, -0.6, -1.7], [1.5, -0.2, 0.4], [-0.8, -0.2, 1.0], [-0.4, -0.3, -0.1], [0.1, -0.4, -0.2], [0.0, 0.5, 0.1], [0.4, 0.6, -0.1], [0.0, 0.5, -0.6], [0.1, 0.5, 1.2], [-0.1, 0.2, -0.1], [-0.3, 0.2, 1.2], [0.0, 0.1, -0.3], [-0.2, -0.3, 0.5], [-0.1, 0.3, 0.4], [1.5, 0.8, 0.7], [-0.2, -0.1, -0.5]]
}

Entry 3:
{
  "formula": "C26H30CaF4N2O7",
  "method": "ωB97M-V with the def2-TZVPD basis set",
  "gap_ev": 6.88,
  "homo_ev": -2.27,
  "charge": -2,
  "relative_energy_kcal_mol": 12.5,
  "symbols": ["Ca", "C", "H", "H", "F", "C", "C", "C", "H", "C", "H", "C", "O", "C", "C", "O", "H", "C", "H", "H", "C", "C", "C", "C", "H", "H", "H", "F", "H", "O", "C", "C", "H", "F", "H", "H", "H", "H", "N", "F", "H", "C", "C", "H", "N", "C", "H", "H", "H", "C", "C", "O", "O", "H", "C", "H", "H", "C", "C", "O", "H", "C", "O", "H", "C", "C", "H", "H", "H", "H"],
  "coordinates": [[0.21653, 1.23979, -0.48516], [-3.58330, -2.51426, 0.36330], [3.97556, -1.22617, 1.01117], [-3.01034, 0.39350, 3.96564], [2.37440, -2.59260, -3.47313], [0.98263, 2.48910, -3.05903], [-1.74775, 1.66549, 2.82352], [-3.87568, -1.21768, 2.34182], [-0.50080, -2.02657, -0.93347], [-2.13632, 0.27290, 3.32202], [1.15824, 3.24962, -3.81992], [-2.11734, -2.16329, -2.31254], [-0.37268, 3.03665, 0.55795], [-0.35440, 4.20213, -0.02320], [0.48866, -2.59216, 1.92801], [2.37397, 2.92809, 1.07201], [-1.58008, 2.33619, 3.67357], [2.26247, -1.27670, -3.24417], [2.90885, 4.14519, -2.04775], [-3.10713, -2.62758, -2.39453], [1.88532, -0.94657, 0.98501], [3.01700, -1.63594, 1.30895], [2.90235, -2.85535, 1.97875], [-1.21964, -4.02026, -0.87054], [-4.49040, -0.90651, 3.18179], [-5.38847, -2.51961, 1.53577], [1.71024, 1.68246, -3.19595], [1.44504, -0.77751, -4.19602], [-1.25638, -1.32200, 4.52915], [-1.08281, 2.23383, -4.23974], [0.55683, -1.33663, 1.27711], [-4.38328, -2.12554, 1.42455], [-2.52130, 2.10655, 2.19090], [1.59953, -1.14887, -2.06868], [-0.83452, 1.63335, 2.23522], [2.25371, 4.81536, 0.20859], [-0.07619, -0.35064, 3.64505], [3.82395, 4.03056, 0.17347], [1.13428, 3.03806, -1.68245], [2.04257, 0.23134, 0.27832], [-0.63408, 4.08828, -2.11966], [-1.78535, -1.07089, 1.13354], [-0.44838, 1.92282, -3.23986], [-0.86898, 0.32220, 5.07754], [-0.49006, -0.52468, 0.95004], [2.54347, 3.36040, -1.36954], [-3.96430, -3.22479, -0.36424], [1.39892, 2.89556, 1.07104], [-0.80613, -4.29256, 0.10483], [1.62641, -3.31917, 2.26832], [-2.29694, -2.00717, 0.20275], [4.52958, -1.08834, -3.83207], [-0.84939, 1.17674, -2.25422], [3.78514, -3.42584, 2.24007], [-1.01834, -0.30818, 4.19343], [-1.49704, -2.53459, -3.13518], [-2.14917, -4.58280, -1.02060], [-2.58951, -0.68601, 2.22529], [0.22457, 4.17845, -1.45289], [-0.73950, 5.26339, 0.44488], [-0.50651, -4.33163, -1.64147], [2.75614, 3.85578, 0.05601], [3.54278, 0.55184, -2.57919], [1.50627, -4.27343, 2.77232], [-1.46963, -2.51234, -0.96885], [3.60108, -0.51206, -3.24270], [0.70371, 5.13441, -1.66340], [3.13709, 2.46172, -1.54978], [-0.49401, -2.97975, 2.17071], [-2.22117, -1.08510, -2.44247]],
  "atomic_forces_ev_per_a": [[0.0, -1.2, 1.0], [0.0, 0.1, 0.0], [-0.1, 0.0, 0.0], [-0.1, 0.0, 0.1], [-0.1, -0.1, 0.0], [-0.2, 0.0, 0.3], [0.0, -0.1, 0.0], [0.0, 0.0, 0.0], [0.1, 0.1, 0.0], [0.1, 0.0, -0.1], [0.0, 0.2, -0.1], [0.0, 0.0, 0.0], [-0.2, 1.7, 0.1], [0.3, -0.6, 0.2], [0.1, 0.0, 0.1], [0.1, 0.2, -0.4], [0.0, 0.0, -0.1], [-0.3, 0.1, 0.0], [0.0, 0.1, -0.1], [0.1, 0.0, 0.0], [-0.1, 0.0, 0.0], [0.1, 0.0, 0.0], [-0.1, 0.0, 0.0], [0.0, -0.1, 0.0], [0.0, 0.0, 0.0], [0.0, 0.0, 0.0], [0.0, 0.1, 0.1], [-0.2, 0.0, -0.2], [0.0, 0.1, 0.0], [0.0, -0.1, 0.0], [-0.2, 0.1, 0.0], [0.1, 0.1, 0.0], [0.0, 0.0, 0.0], [-0.1, -0.1, 0.0], [-0.2, 0.0, 0.2], [-0.1, 0.1, 0.0], [0.0, 0.0, 0.0], [0.1, 0.0, 0.1], [0.3, 0.7, -0.7], [0.5, -0.5, 0.5], [0.0, 0.0, -0.1], [0.3, -0.1, -0.1], [-0.1, -0.2, 0.4], [0.0, 0.0, -0.1], [0.3, -0.6, 0.2], [-0.3, -0.2, 0.0], [0.0, 0.0, 0.0], [0.1, 0.3, 0.2], [0.0, 0.0, -0.1], [-0.1, 0.1, 0.0], [0.0, -0.1, 0.0], [-0.3, 0.5, 0.1], [-0.6, 0.5, -2.1], [0.0, 0.0, 0.0], [0.0, 0.0, 0.0], [0.0, 0.0, 0.1], [0.1, 0.0, 0.0], [-0.1, 0.1, 0.1], [0.1, -0.4, 0.1], [-0.1, 0.0, 0.0], [-0.1, 0.0, 0.1], [-0.2, -0.3, 0.1], [0.2, -0.4, -0.6], [0.0, 0.0, 0.0], [-0.1, 0.1, 0.0], [0.9, 0.0, 0.8], [0.1, 0.2, -0.1], [-0.1, 0.0, 0.0], [0.0, 0.0, 0.0], [0.0, 0.0, 0.1]]
}